# 1
Here is C20H38AlBeCl3CsN2O6PRbSi as an isolated structure in a non-equilibrium geometry from the Open Molecules 2025 dataset. Energies are from the ωB97M-V functional and the def2-TZVPD basis.

```
! wB97M-V def2-TZVPD RIJCOSX def2/J DEFGRID3
* xyz 1 1
C 5.44 -2.64 0.93
C 3.85 -2.53 0.89
C 3.30 -3.85 1.42
Cl 4.06 -5.19 0.46
Al 1.27 -3.93 1.53
C 0.46 -5.56 0.56
C 1.01 -5.86 -0.78
O 1.13 -6.93 -1.25
Cl 1.51 -4.44 -1.77
Si 0.15 -1.87 0.79
C 0.67 -0.29 1.77
C -1.74 -2.09 1.20
C 0.21 -1.52 -1.07
H 5.84 -3.10 0.01
H 5.66 -3.35 1.72
H 5.92 -1.67 1.17
H 3.56 -2.36 -0.15
H 3.59 -1.68 1.53
H 3.70 -3.96 2.43
H 0.89 -4.11 3.10
H -0.62 -5.35 0.42
H 0.50 -6.44 1.21
H -0.10 0.46 1.56
H 1.64 0.09 1.48
H 0.63 -0.55 2.83
H -2.25 -2.46 0.31
H -1.81 -2.91 1.92
H -2.21 -1.21 1.57
H 1.19 -1.61 -1.52
H -0.42 -2.27 -1.55
H -0.26 -0.56 -1.32
Rb -2.59 0.54 2.25
Cs 6.36 -1.03 -0.34
N -3.89 -4.44 -3.82
C -3.88 -3.90 -5.02
C -2.71 -3.44 -5.64
C -1.50 -3.55 -4.96
C -1.50 -4.11 -3.70
C -2.72 -4.54 -3.18
H -4.84 -3.83 -5.52
H -2.75 -3.02 -6.65
H -0.58 -3.19 -5.41
H -0.60 -4.21 -3.12
H -2.77 -4.98 -2.19
N -6.14 4.10 -0.53
C -7.39 3.83 -1.02
C -7.28 2.82 -1.94
C -5.91 2.45 -2.00
C -5.23 3.26 -1.12
H -5.93 4.80 0.15
H -8.25 4.39 -0.68
H -8.09 2.39 -2.50
H -5.48 1.69 -2.62
H -4.19 3.31 -0.87
C 3.55 6.28 0.59
O 4.05 5.66 1.78
P 2.98 4.92 2.72
O 2.28 3.93 1.89
O 2.08 6.23 3.00
C 2.66 7.50 3.32
O 2.80 4.45 4.25
C 3.63 3.37 4.74
H 4.04 5.82 -0.26
H 2.47 6.17 0.49
H 3.80 7.34 0.63
H 2.25 8.25 2.64
H 3.75 7.49 3.22
H 2.40 7.77 4.34
H 4.68 3.63 4.68
H 3.44 2.46 4.17
H 3.37 3.21 5.78
Cl -2.28 -0.97 -6.66
Be -1.68 -5.48 1.98
O -4.36 6.37 -2.55
H -4.70 5.86 -1.80
*
```

As for the orbital gap: 0.0523 hartree.

---

# 2
Here is C21H36F3N2O5PSiV as an isolated structure from the Open Molecules 2025 dataset. Energies are from the ωB97M-V functional and the def2-TZVPD basis.

```
! wB97M-V def2-TZVPD RIJCOSX def2/J DEFGRID3
* xyz 2 2
V -0.32 -0.48 -0.44
C -5.18 0.77 0.84
N -3.84 1.24 0.46
C -3.80 2.58 -0.13
C -2.76 0.50 0.54
O -1.62 0.93 0.19
C -2.83 -0.93 1.07
O -1.50 -1.43 1.14
C -0.90 -1.46 2.44
C 0.49 -0.86 2.34
O 0.89 -0.46 1.21
N 1.23 -0.81 3.42
C 2.58 -0.24 3.38
C 0.75 -1.30 4.71
H -5.63 1.49 1.52
H -5.15 -0.20 1.32
H -5.80 0.70 -0.06
H -4.23 3.29 0.58
H -4.39 2.58 -1.04
H -2.78 2.85 -0.35
H -3.37 -1.55 0.35
H -3.32 -0.99 2.04
H -0.84 -2.50 2.78
H -1.50 -0.90 3.16
H 2.80 0.13 2.38
H 3.30 -1.00 3.65
H 2.64 0.59 4.09
H 0.46 -2.35 4.65
H -0.09 -0.71 5.07
H 1.55 -1.21 5.43
C 0.19 2.91 -1.82
P 1.10 1.47 -1.18
C 2.35 1.11 -2.45
C 2.01 2.15 0.23
C 3.39 2.04 0.35
C 4.04 2.61 1.44
C 3.32 3.29 2.41
C 1.94 3.40 2.30
C 1.29 2.83 1.22
H -0.60 3.18 -1.13
H -0.27 2.66 -2.78
H 0.86 3.75 -1.95
H 2.99 1.97 -2.61
H 1.84 0.85 -3.38
H 2.96 0.26 -2.14
H 3.97 1.53 -0.40
H 5.12 2.53 1.52
H 3.84 3.75 3.24
H 1.38 3.95 3.04
H 0.21 2.93 1.13
F -0.45 0.71 -4.16
C -1.45 0.09 -3.53
F -2.04 -0.72 -4.39
F -2.34 1.01 -3.12
C -0.96 -0.70 -2.33
O -1.79 -1.27 -1.54
O 0.29 -1.28 -2.37
C 2.36 -3.03 -3.16
Si 0.64 -3.01 -2.50
C -0.65 -3.75 -3.59
C 0.55 -3.56 -0.71
H 2.72 -4.05 -3.24
H 3.05 -2.49 -2.51
H 2.41 -2.58 -4.15
H -0.46 -4.82 -3.70
H -0.63 -3.31 -4.59
H -1.65 -3.63 -3.18
H 0.90 -4.58 -0.61
H -0.47 -3.53 -0.33
H 1.20 -2.95 -0.07
*
```

The expectation value of S² is 0.878. As for the orbital gap (alpha / beta): 0.2974 / 0.3144 hartree.

---

# 3
Here is one molecule with the formula C9H12N4O in a non-equilibrium geometry from the Open Molecules 2025 dataset. Energies are from the ωB97M-V functional and the def2-TZVPD basis.

```
! wB97M-V def2-TZVPD RIJCOSX def2/J DEFGRID3
* xyz 0 1
C -1.45 -1.59 -0.52
C 0.89 0.16 0.70
C -0.68 -1.90 0.54
C 0.49 -1.02 0.98
C 0.23 -2.97 2.19
C 0.21 3.06 -1.19
C -1.30 -0.30 -1.32
C -0.66 0.86 -0.60
C 1.01 3.91 -2.20
N -0.70 -3.06 1.29
N 1.01 -1.88 2.09
N 0.44 -3.82 3.23
N 0.04 1.71 -1.48
O -0.43 3.52 -0.21
H -2.37 -2.22 -0.49
H 1.46 1.02 0.81
H -0.71 -0.26 -2.30
H -2.30 -0.08 -1.52
H -1.24 1.47 0.06
H 1.72 3.39 -2.87
H 0.17 4.10 -3.01
H 1.16 4.82 -1.62
H 1.78 -1.75 2.69
H -0.30 -4.59 3.30
H 1.24 -3.88 3.84
H 0.30 1.30 -2.39
*
```

As for the orbital gap: 0.2960 hartree.

---

# 4
Here is one molecule with the formula C4H5NOS2 in a non-equilibrium geometry from the Open Molecules 2025 dataset. Energies are from the ωB97M-V functional and the def2-TZVPD basis.

```
! wB97M-V def2-TZVPD RIJCOSX def2/J DEFGRID3
* xyz 0 1
C 2.13 1.70 -0.05
C 0.50 -0.55 0.04
C -1.77 -0.40 0.86
C -2.63 0.03 -0.23
H 2.54 1.31 -0.98
H 2.77 1.37 0.76
H 2.13 2.77 -0.06
H -1.41 0.46 1.39
H -2.32 -1.06 1.50
N -3.43 0.43 -0.96
O -0.64 -1.13 0.43
S 0.42 1.25 0.15
S 1.83 -1.47 -0.34
*
```

Its structure (SMILES) is CSC(=S)OCC#N. As for the orbital gap: 0.3397 hartree.

---

# 5
Here is one molecule with the formula C24H31NO3 from the Open Molecules 2025 dataset. Energies are from the ωB97M-V functional and the def2-TZVPD basis.

```
! wB97M-V def2-TZVPD RIJCOSX def2/J DEFGRID3
* xyz 0 1
C -0.78 4.50 -4.91
H -1.58 3.91 -4.45
O 0.47 3.87 -4.78
C 0.96 3.64 -3.53
C 2.22 3.04 -3.47
C 2.80 2.77 -2.25
C 2.16 3.07 -1.06
C 0.92 3.69 -1.13
C 0.32 3.97 -2.35
H -0.65 4.45 -2.35
H 0.40 3.97 -0.22
C 2.78 2.74 0.27
H 2.46 3.48 1.01
H 3.87 2.81 0.18
C 2.44 1.34 0.82
C 0.94 1.24 1.12
C 0.48 -0.19 1.45
N 0.85 -1.17 0.44
C 2.28 -1.13 0.21
C 2.79 0.25 -0.21
H 3.87 0.21 -0.38
H 2.33 0.52 -1.17
H 2.52 -1.86 -0.57
H 2.77 -1.46 1.13
C 0.03 -1.12 -0.75
C -1.32 -1.74 -0.53
C -1.62 -2.54 0.48
C -2.91 -3.18 0.73
C -3.88 -3.33 -0.26
C -5.08 -3.95 0.00
C -5.34 -4.43 1.27
C -4.40 -4.30 2.28
C -3.18 -3.68 2.02
O -2.21 -3.50 2.96
C -2.42 -4.00 4.25
H -2.56 -5.08 4.25
H -1.51 -3.76 4.81
H -3.27 -3.52 4.74
H -4.62 -4.69 3.26
H -6.28 -4.92 1.49
H -5.82 -4.06 -0.78
H -3.67 -2.97 -1.25
H -0.86 -2.74 1.22
H -2.05 -1.49 -1.29
H 0.54 -1.69 -1.54
H -0.11 -0.10 -1.14
H -0.61 -0.21 1.56
H 0.91 -0.52 2.40
H 0.38 1.59 0.25
H 0.68 1.89 1.96
C 3.25 1.16 2.12
O 4.64 1.27 1.95
H 4.94 0.55 1.39
H 3.00 0.21 2.60
H 2.98 1.97 2.81
H 3.79 2.32 -2.23
H 2.72 2.81 -4.40
H -0.96 4.58 -5.98
H -0.77 5.50 -4.47
*
```

Its structure (SMILES) is COc1ccc(CC2(CO)CCN(C/C=C/c3ccccc3OC)CC2)cc1. As for the orbital gap: 0.3186 hartree.

---

# 6
Here is an isolated ion of composition C2H2N2PS and charge -1 in a non-equilibrium geometry from the Open Molecules 2025 dataset. Energies are from the ωB97M-V functional and the def2-TZVPD basis.

```
! wB97M-V def2-TZVPD RIJCOSX def2/J DEFGRID3
* xyz -1 1
C -0.09 -0.64 0.01
C 1.23 -1.08 0.41
N -0.38 0.65 -0.37
N 1.03 -1.54 -0.74
P -1.51 1.68 0.17
S -1.40 3.28 -0.97
H -0.91 -1.29 0.33
H 2.01 -1.05 1.15
*
```

Its structure (SMILES) is [S-]/P=N/[C@@H]1C=N1. As for the orbital gap: 0.2775 hartree.

---

| no. | E_tot (eV) |
| --- | --- |
| 1 | -99535.6423 |
| 2 | -86576.0694 |
| 3 | -17532.0647 |
| 4 | -29435.7174 |
| 5 | -33022.5479 |
| 6 | -25210.1905 |